1.
C32H53FN9NdO4PSiTe as an isolated structure in a non-equilibrium geometry, computed with ωB97M-V/def2-TZVPD.

The calculation puts the LUMO energy (spin up / spin down) at -2.82 / -2.81 eV. As for the HOMO-LUMO gap (spin up / spin down): 5.4 / 5.4 eV.

Geometry as ORCA input:
```
! RIJCOSX wB97M-V def2-TZVPD def2/J DEFGRID3
* xyz 1 4
Nd 11.53835 13.81741 10.57766
C 10.09529 13.69322 5.98795
C 10.61920 13.52872 7.38812
N 10.11562 14.01693 8.47641
C 8.85858 14.74877 8.53219
C 8.68978 15.56729 9.83727
N 9.14388 14.89453 11.06258
C 8.25209 13.86901 11.60067
C 8.90930 13.03831 12.75392
N 10.35481 13.22909 12.87543
C 11.14967 12.18533 13.51297
C 11.52182 11.01880 12.58075
N 12.11179 11.47643 11.36775
C 12.76402 10.73879 10.50226
C 13.38295 9.39037 10.77264
C 12.91697 11.26121 9.13497
C 13.86092 10.88027 8.16398
C 13.74214 11.42546 6.89550
C 12.69923 12.27152 6.55009
C 11.80278 12.64249 7.55243
N 12.06642 12.24916 8.80302
H 9.11480 14.18460 5.99856
H 10.00888 12.69662 5.51328
H 10.79543 14.30529 5.39268
H 8.03135 14.00350 8.42822
H 8.76674 15.47777 7.69700
H 7.62377 15.88625 9.87618
H 9.29801 16.47171 9.74448
H 9.21788 15.62192 11.78151
H 7.95739 13.19895 10.79885
H 7.31042 14.34196 11.98718
H 8.71907 11.96385 12.54541
H 8.38034 13.29611 13.70938
H 10.51135 14.10170 13.39676
H 12.08279 12.67211 13.81332
H 10.66961 11.80768 14.44144
H 10.45193 10.45478 12.31771
H 12.14168 10.32354 13.17395
H 13.10484 9.04251 11.78368
H 14.49031 9.44049 10.70391
H 13.03282 8.65298 10.02349
H 14.62584 10.14609 8.35233
H 14.44965 11.15961 6.11471
H 12.61569 12.67180 5.54665
C 6.66622 8.71100 13.42780
Si 8.48780 9.04458 13.55201
C 9.49579 7.50583 13.82100
C 8.73317 10.09314 15.06176
N 9.09939 9.95593 12.18417
C 8.87780 9.62177 10.88235
C 8.33767 8.39454 10.41795
C 8.19134 8.10285 9.07872
C 8.57857 9.00516 8.08758
C 9.10289 10.23240 8.44839
C 9.21479 10.47913 9.80744
F 9.63959 11.76880 10.18777
H 6.33277 8.07170 14.26349
H 6.36514 8.20918 12.48675
H 6.08844 9.65877 13.50749
H 9.17065 7.01434 14.75959
H 10.57817 7.73150 13.89677
H 9.40093 6.76354 13.00604
H 8.11732 9.71583 15.91449
H 8.41562 11.14687 14.91099
H 9.78403 10.09947 15.39745
H 8.08525 7.63849 11.15678
H 7.74202 7.15710 8.79377
H 8.45710 8.75935 7.04246
H 9.42110 10.97973 7.73077
C 14.13743 19.35588 10.70890
N 13.42627 18.18288 10.22439
C 13.99233 17.16775 9.32885
C 12.79967 16.23285 9.25019
O 12.79440 15.11027 8.65047
N 11.74968 16.67912 9.99024
C 12.13504 17.87566 10.51195
N 11.32724 18.67854 11.24510
H 15.17125 19.29591 10.36317
H 14.14393 19.36499 11.81395
H 13.68575 20.28925 10.33393
H 14.87949 16.65917 9.74896
H 14.27541 17.59075 8.33996
H 10.35623 18.43335 11.32060
H 11.58317 19.63125 11.42701
C 14.69838 11.93656 15.17515
C 14.69757 13.34587 14.63381
O 14.61618 13.19640 13.16280
P 14.30808 14.39780 12.11103
O 13.90725 13.77042 10.81002
Te 12.57117 15.83928 13.16964
O 15.61317 15.28391 11.78898
C 16.42904 15.90972 12.80648
C 17.58800 14.99812 13.11966
H 14.80685 11.93193 16.26444
H 15.54712 11.39376 14.74053
H 13.76500 11.41978 14.89476
H 15.62537 13.87496 14.90050
H 13.82702 13.94582 14.95458
H 15.80091 16.16258 13.68928
H 16.73770 16.86414 12.36209
H 17.23156 13.96707 13.28821
H 18.13938 15.33704 14.00494
H 18.30156 14.95955 12.27422
*
```

These are the Mulliken partial charges, in e, on atoms 1 to 99: Nd -0.138; C -1.937; C 0.461; N 1.035; C -1.090; C -1.195; N 0.220; C -1.598; C 0.566; N 0.175; C -0.526; C -0.361; N 1.092; C 0.992; C -2.060; C 0.188; C -0.895; C -0.974; C -1.046; C 0.587; N 0.798; H 0.515; H 0.388; H 0.347; H 0.461; H 0.580; H 0.457; H 0.293; H 0.353; H 0.469; H 0.481; H -0.781; H 0.700; H 0.260; H -0.183; H -0.011; H -0.165; H 0.554; H 0.337; H 0.435; H 0.377; H 0.559; H 0.451; H 0.530; C -1.077; Si -0.004; C -1.076; C -0.979; N -0.093; C 0.173; C -0.524; C -1.177; C -0.814; C -0.971; C 0.828; F 0.968; H 0.376; H 0.347; H 0.291; H 0.350; H 0.285; H 0.311; H 0.438; H 0.223; H 0.236; H 0.237; H 0.393; H 0.437; H 0.232; C -1.228; N 0.224; C -0.300; C -0.081; O -0.351; N 0.300; C -0.165; N -0.237; H 0.398; H 0.368; H 0.399; H 0.191; H 0.379; H 0.218; H 0.230; C -1.083; C -0.133; O -0.181; P 0.452; O -0.477; Te -0.391; O -0.348; C -0.281; C -1.029; H 0.405; H 0.294; H 0.077; H 0.462; H 0.216; H 0.343

=====

2.
C32H53NP2Tb as an isolated structure in a non-equilibrium geometry, computed with ωB97M-V/def2-TZVPD.

The calculation puts the LUMO energy (spin up / spin down) at -2.34 / -2.34 eV. As for the energy above the lowest of the compared OMol25 structures with the same formula, charge and spin: 0.00 kJ/mol. As for the HOMO-LUMO gap (spin up / spin down): 7.1 / 7.2 eV.

Geometry as ORCA input:
```
! RIJCOSX wB97M-V def2-TZVPD def2/J DEFGRID3
* xyz 1 7
Tb -0.52944 0.66136 1.04423
C 0.26814 -1.70738 2.03270
C 1.17413 -0.74630 2.59085
C -0.95946 -0.26838 3.37204
C -1.03404 -1.44187 2.54979
C 0.41309 0.14357 3.41691
C 0.63193 -2.94162 1.29127
H 1.65049 -2.88726 0.89372
H -0.05563 -3.13540 0.45201
H 0.58999 -3.82461 1.95311
C -2.23114 -2.27773 2.27362
H -1.95450 -3.33585 2.17095
H -2.71665 -1.98562 1.33146
H -2.98203 -2.20978 3.07218
C -2.08897 0.45998 4.00222
H -2.88485 -0.23331 4.30203
H -2.54164 1.20838 3.32033
H -1.75685 1.00294 4.90017
C 0.97504 1.24533 4.23757
H 0.53174 1.24844 5.24329
H 0.77688 2.23465 3.80164
H 2.06174 1.14547 4.34585
C 2.65775 -0.82472 2.56509
H 3.05559 -0.86623 3.59090
H 3.12410 0.04586 2.08263
H 3.00806 -1.71775 2.03279
C 2.79622 -2.78219 -3.01643
C 4.12222 -2.67761 -2.86994
C 4.89535 -1.40721 -2.67598
C 4.23135 -0.14712 -3.28265
C 3.54005 0.71909 -2.20283
C 2.88790 -0.05938 -1.09815
C 1.75443 -0.99971 -1.51549
C 1.80319 -1.66758 -2.89679
H 5.88476 -1.52805 -3.15636
H 3.56045 -0.42641 -4.09828
H 5.11079 -1.23637 -1.61038
H 1.89797 -0.90598 -3.68372
H 2.32324 -3.74709 -3.21871
H 4.74312 -3.57090 -2.89554
H 0.80804 -2.10570 -3.07128
H 1.62449 -1.77221 -0.73814
H 3.57277 -0.48168 -0.34689
H 0.77810 -0.46072 -1.53389
H 5.00977 0.44576 -3.77744
H 4.35573 1.34239 -1.81177
P 2.24339 1.93182 -2.65977
C 1.58434 1.55952 -4.28254
C 3.21894 3.45504 -2.76314
P 1.74627 1.20627 0.05233
C 1.04049 2.19135 -1.38056
C 3.21057 2.17667 0.59928
C 0.36509 2.82375 1.33333
H 0.62784 1.02353 -4.25306
H 2.29554 0.99949 -4.90509
H 1.43311 2.53599 -4.76061
H 2.85937 3.99630 -3.65145
H 4.28999 3.22805 -2.88371
H 3.07012 4.06593 -1.86199
H 0.02948 3.59359 0.62804
H 1.18455 3.18071 1.95059
H -0.50283 2.56768 2.00718
H 0.02265 1.88680 -1.69750
H 1.00548 3.27207 -1.16699
H 3.17891 2.26120 1.68985
H 3.20321 3.19253 0.18899
H 4.16592 1.69494 0.34650
C -6.61194 -1.03138 2.55045
N -5.79526 -0.84859 1.37019
C -5.61132 -2.03355 0.56896
C -4.69286 0.09410 1.48846
C -4.03350 0.35850 0.15289
C -4.86414 0.83095 -0.87740
C -4.37293 0.87131 -2.19325
C -3.07511 0.43377 -2.46421
C -2.24062 -0.00078 -1.40190
C -2.67864 0.12613 -0.08923
H -7.48708 -1.63744 2.27673
H -6.93958 -0.04854 2.92054
H -6.06814 -1.55279 3.36454
H -5.33548 -1.76960 -0.46045
H -4.83930 -2.71309 0.97963
H -6.56850 -2.57278 0.56026
H -5.13769 1.02012 1.89461
H -3.94610 -0.25583 2.23219
H -5.89135 1.11918 -0.65572
H -5.01341 1.24414 -2.98826
H -2.69346 0.42690 -3.48516
H -1.25942 -0.42745 -1.64224
*
```

Here is what Mulliken gives for the atomic charges, in e: Tb 0.012; C 0.849; C 0.617; C -0.012; C 0.761; C 0.744; C -2.023; H 0.586; H 0.349; H 0.323; C -0.905; H 0.516; H -0.151; H 0.373; C -1.386; H 0.355; H 0.227; H 0.416; C -1.480; H 0.467; H 0.137; H 0.353; C -1.533; H 0.466; H 0.193; H 0.369; C -0.511; C -0.728; C -0.692; C -1.349; C -0.021; C -1.382; C 1.166; C -0.986; H 0.477; H 0.407; H 0.367; H 0.245; H 0.413; H 0.428; H 0.554; H -0.795; H 1.112; H -1.033; H 0.595; H 0.857; P 1.314; C -1.567; C -1.431; P 1.255; C -1.403; C -1.857; C -1.531; H 0.396; H 0.423; H 0.545; H 0.477; H 0.380; H 0.467; H 0.412; H 0.362; H 0.480; H 0.214; H 0.870; H 0.615; H 0.517; H 0.384; C -0.994; N 0.094; C -0.750; C -0.230; C -0.168; C -0.539; C -0.724; C -0.755; C -0.510; C 0.402; H 0.356; H 0.287; H 0.287; H 0.220; H 0.170; H 0.378; H 0.569; H -0.133; H 0.425; H 0.408; H 0.407; H 0.732